{
  "formula": "C24H69O22PS7Si",
  "method": "wB97M-V/def2-TZVPD",
  "spin_multiplicity": 1,
  "energy_ha": -6029.13859,
  "smiles": "C[Si](C)(C)[PH3]O.CCOS(C)(=O)=O.CCOS(C)(=O)=O.CCOS(C)(=O)=O.CCOS(C)(=O)=O.CCOS(C)(=O)=O.CCOS(C)(=O)=O.CCOS(C)(=O)=O",
  "total_charge": 0,
  "mol_weight_g_mol": 993.32,
  "homo_energy_ev": -7.9,
  "symbols": ["C", "Si", "C", "C", "P", "O", "H", "H", "H", "H", "H", "H", "H", "H", "H", "H", "H", "H", "H", "C", "C", "O", "S", "C", "O", "O", "H", "H", "H", "H", "H", "H", "H", "H", "C", "C", "O", "S", "C", "O", "O", "H", "H", "H", "H", "H", "H", "H", "H", "C", "C", "O", "S", "C", "O", "O", "H", "H", "H", "H", "H", "H", "H", "H", "C", "C", "O", "S", "C", "O", "O", "H", "H", "H", "H", "H", "H", "H", "H", "C", "C", "O", "S", "C", "O", "O", "H", "H", "H", "H", "H", "H", "H", "H", "C", "C", "O", "S", "C", "O", "O", "H", "H", "H", "H", "H", "H", "H", "H", "C", "C", "O", "S", "C", "O", "O", "H", "H", "H", "H", "H", "H", "H", "H"],
  "coordinates": [[-1.784, -5.359, -1.105], [-2.399, -4.331, -2.587], [-2.369, -2.452, -2.310], [-1.295, -4.716, -4.087], [-4.551, -4.955, -2.923], [-6.207, -5.414, -3.185], [-0.695, -5.496, -1.160], [-2.220, -6.367, -1.213], [-2.094, -4.965, -0.134], [-1.402, -1.988, -2.542], [-3.076, -2.006, -3.034], [-2.699, -2.130, -1.317], [-0.287, -4.334, -3.854], [-1.179, -5.811, -4.128], [-1.632, -4.296, -5.037], [-5.002, -4.103, -1.859], [-4.222, -6.324, -2.594], [-4.455, -4.424, -4.251], [-6.275, -6.360, -3.126], [-6.723, -5.078, -6.783], [-6.900, -5.605, -8.195], [-6.211, -4.803, -9.170], [-4.610, -4.919, -9.248], [-4.397, -4.025, -10.756], [-4.255, -6.294, -9.455], [-4.033, -4.155, -8.178], [-5.685, -5.153, -6.461], [-7.332, -5.645, -6.080], [-7.003, -4.026, -6.729], [-6.579, -6.646, -8.272], [-7.954, -5.571, -8.466], [-4.860, -4.581, -11.566], [-3.327, -3.930, -10.924], [-4.846, -3.041, -10.647], [0.085, -2.468, 4.717], [-0.535, -1.425, 3.804], [0.274, -1.164, 2.643], [0.311, -2.266, 1.479], [1.138, -1.282, 0.268], [-1.031, -2.523, 1.036], [1.188, -3.335, 1.869], [0.126, -3.445, 4.235], [-0.500, -2.569, 5.632], [1.107, -2.189, 4.976], [-1.545, -1.713, 3.501], [-0.614, -0.483, 4.337], [0.495, -0.452, -0.014], [1.329, -1.922, -0.592], [2.077, -0.929, 0.685], [-0.353, 4.146, 1.701], [0.781, 3.150, 1.849], [1.532, 3.339, 3.061], [0.857, 2.885, 4.446], [2.296, 3.026, 5.456], [0.486, 1.502, 4.349], [-0.091, 3.886, 4.854], [-1.111, 3.999, 2.469], [-0.835, 4.040, 0.730], [0.017, 5.166, 1.803], [0.414, 2.122, 1.793], [1.490, 3.284, 1.032], [3.029, 2.291, 5.131], [1.994, 2.828, 6.483], [2.690, 4.036, 5.374], [6.115, -1.445, 3.917], [5.871, -2.385, 5.083], [6.060, -1.745, 6.357], [4.933, -0.715, 6.857], [5.513, -0.537, 8.515], [3.663, -1.381, 6.871], [5.113, 0.540, 6.177], [5.374, -0.648, 3.889], [6.062, -1.987, 2.973], [7.096, -0.975, 4.003], [4.874, -2.830, 5.031], [6.591, -3.202, 5.048], [5.413, -1.489, 9.029], [4.895, 0.219, 8.992], [6.550, -0.210, 8.491], [-2.681, 8.888, -2.711], [-1.340, 8.241, -3.005], [-0.392, 8.436, -1.943], [-0.587, 7.586, -0.592], [0.969, 7.979, 0.144], [-0.610, 6.189, -0.923], [-1.625, 8.188, 0.195], [-3.176, 8.409, -1.867], [-3.341, 8.808, -3.576], [-2.552, 9.940, -2.458], [-1.451, 7.176, -3.218], [-0.900, 8.703, -3.889], [1.766, 7.555, -0.462], [0.974, 7.539, 1.139], [1.061, 9.060, 0.214], [4.047, -4.730, -8.671], [2.672, -4.923, -8.058], [2.720, -5.639, -6.815], [3.268, -4.865, -5.517], [2.790, -6.071, -4.319], [2.491, -3.674, -5.324], [4.703, -4.821, -5.571], [4.669, -4.084, -8.054], [3.964, -4.274, -9.658], [4.563, -5.686, -8.763], [2.161, -3.967, -7.920], [2.057, -5.524, -8.727], [1.705, -6.136, -4.295], [3.173, -5.737, -3.357], [3.236, -7.026, -4.586], [0.121, 5.306, 7.474], [-0.876, 6.359, 7.915], [-0.287, 7.356, 8.770], [0.683, 8.449, 8.102], [0.801, 9.523, 9.499], [-0.027, 9.116, 7.048], [1.970, 7.855, 7.872], [0.892, 5.735, 6.836], [-0.375, 4.521, 6.916], [0.622, 4.868, 8.341], [-1.350, 6.837, 7.055], [-1.666, 5.889, 8.499], [-0.177, 9.952, 9.700], [1.513, 10.304, 9.244], [1.163, 8.952, 10.351]]
}

{
  "formula": "C4H6MnO7",
  "method": "wB97M-V/def2-TZVPD",
  "spin_multiplicity": 6,
  "energy_ha": -1833.56073,
  "total_charge": 0,
  "s_squared": 8.75,
  "mol_weight_g_mol": 221.02,
  "homo_energy_ev": [-6.8, -6.8],
  "symbols": ["O", "C", "O", "O", "O", "C", "C", "Mn", "H", "H", "H", "H", "C", "O", "O", "H", "O", "H"],
  "coordinates": [[3.504, 0.210, 0.377], [2.519, -0.356, -0.183], [1.606, 0.379, -0.691], [2.477, -1.656, -0.217], [-0.869, -3.130, 0.207], [0.271, -2.428, 0.562], [1.251, -2.313, -0.612], [2.605, 1.882, -0.067], [0.780, -2.932, 1.405], [0.014, -1.409, 0.914], [0.795, -1.762, -1.442], [1.571, -3.297, -0.969], [-2.326, -2.799, 1.154], [-2.099, -2.929, 2.387], [-2.768, -1.549, 0.732], [-2.238, -0.873, 1.191], [-3.233, -3.688, 0.589], [-3.052, -4.547, 0.984]]
}

{
  "formula": "C4H4O3",
  "method": "wB97M-V/def2-TZVPD",
  "spin_multiplicity": 1,
  "energy_ha": -380.32890,
  "total_charge": 0,
  "mol_weight_g_mol": 100.07,
  "homo_energy_ev": -9.3,
  "symbols": ["O", "C", "C", "C", "O", "C", "O", "H", "H", "H", "H"],
  "coordinates": [[-1.268, 0.130, 1.111], [-0.223, -0.796, 0.864], [-0.073, 0.600, 0.572], [0.305, 1.620, -0.371], [0.700, 1.620, 1.041], [0.323, -1.651, -1.198], [-0.492, -1.722, -0.169], [0.206, -1.294, 1.730], [1.115, 1.436, -1.074], [-0.411, 2.396, -0.634], [-0.065, -2.479, -1.835]]
}

{
  "formula": "C14H33BF4GdN2O4Si3",
  "method": "wB97M-V/def2-TZVPD",
  "spin_multiplicity": 8,
  "energy_ha": -3022.77382,
  "total_charge": -1,
  "s_squared": 16.04,
  "mol_weight_g_mol": 621.74,
  "homo_energy_ev": [-5.8, -5.5],
  "symbols": ["Gd", "N", "C", "C", "O", "N", "C", "C", "O", "O", "H", "H", "H", "H", "H", "H", "C", "O", "Si", "C", "C", "C", "Si", "C", "C", "C", "Si", "C", "C", "C", "H", "H", "H", "H", "H", "H", "H", "H", "H", "H", "H", "H", "H", "H", "H", "H", "H", "H", "H", "H", "H", "H", "H", "H", "H", "H", "H", "F", "B", "F", "F", "F"],
  "coordinates": [[0.216, -1.688, 0.428], [0.586, -2.145, -2.128], [2.031, -1.994, -2.393], [2.848, -2.495, -1.184], [3.746, -3.314, -1.381], [2.467, -1.927, -0.036], [3.161, -2.426, 1.154], [2.332, -2.355, 2.449], [2.910, -2.524, 3.510], [1.068, -2.109, 2.326], [0.366, -3.137, -2.136], [0.057, -1.729, -2.885], [2.247, -0.938, -2.542], [2.359, -2.552, -3.272], [4.073, -1.854, 1.343], [3.455, -3.468, 1.008], [-3.541, -1.458, 0.005], [-2.223, -0.941, -0.060], [-1.935, 0.632, -0.611], [-2.275, 0.631, -2.478], [-3.308, 1.750, 0.078], [-0.201, 0.854, -0.026], [0.712, 2.127, -1.021], [-0.332, 3.707, -1.260], [2.344, 2.700, -0.249], [1.184, 1.605, -2.790], [-0.076, 1.204, 1.820], [-0.522, 2.983, 2.344], [-1.275, 0.096, 2.819], [1.700, 0.913, 2.432], [-4.047, -1.374, -0.963], [-4.127, -0.924, 0.759], [-3.496, -2.510, 0.276], [-3.247, 0.183, -2.696], [-1.518, 0.065, -3.025], [-2.282, 1.651, -2.870], [-4.284, 1.516, -0.355], [-3.078, 2.792, -0.159], [-3.390, 1.672, 1.164], [-0.689, 4.089, -0.300], [-1.210, 3.504, -1.882], [0.245, 4.498, -1.745], [2.183, 3.208, 0.704], [2.859, 3.393, -0.918], [3.005, 1.848, -0.068], [0.451, 0.931, -3.239], [2.154, 1.104, -2.791], [1.265, 2.482, -3.437], [-1.549, 3.233, 2.066], [0.141, 3.697, 1.847], [-0.415, 3.125, 3.421], [-2.304, 0.455, 2.749], [-0.994, 0.092, 3.873], [-1.267, -0.946, 2.491], [2.220, 1.845, 2.661], [2.282, 0.388, 1.670], [1.705, 0.292, 3.329], [0.436, -4.104, 0.294], [-0.975, -4.152, 0.450], [-1.453, -5.401, 0.688], [-1.486, -3.570, -0.740], [-1.307, -3.228, 1.487]]
}

{
  "formula": "C6H12",
  "method": "wB97M-V/def2-TZVPD",
  "spin_multiplicity": 1,
  "energy_ha": -235.67094,
  "total_charge": 0,
  "mol_weight_g_mol": 84.16,
  "homo_energy_ev": -8.0,
  "symbols": ["C", "C", "C", "C", "C", "C", "H", "H", "H", "H", "H", "H", "H", "H", "H", "H", "H", "H"],
  "coordinates": [[-0.536, -0.857, -2.068], [-0.870, -0.016, -0.844], [-0.383, 0.398, 1.728], [0.422, -0.828, 1.956], [0.385, 1.423, 0.984], [0.370, 0.821, -0.454], [-0.119, -0.232, -2.865], [-1.412, -1.381, -2.459], [0.220, -1.609, -1.808], [-1.718, 0.651, -1.033], [-1.217, -0.688, -0.052], [0.561, -0.817, 3.045], [1.413, -0.915, 1.482], [-0.166, -1.731, 1.758], [-0.080, 2.415, 1.005], [1.435, 1.519, 1.310], [1.266, 0.198, -0.566], [0.455, 1.633, -1.183]]
}